ORCA calculation (ωB97M-V/def2-TZVPD) on the molecule C21H30N4O2.

HOMO-LUMO gap   8.22 eV
Relative energy (zero: lowest compared OMol25 entry of this formula, charge and spin)   0.6 kcal/mol
SMILES string   CCCCN(CCCC)CCn1cnc2c([nH]c3ccc(OC)cc32)c1=O
LUMO   0.569 eV

Structure (XYZ):
```
57
C21H30N4O2 | the OMol25 dataset | ωB97M-V/def2-TZVPD
C -2.1273 0.5187 -6.1087
C -1.6712 -0.0057 -4.7524
C -0.9750 1.0746 -3.9302
C -0.5245 0.5346 -2.5631
N 0.1595 1.4745 -1.7011
C -0.6301 2.6162 -1.2987
H -0.4467 3.5102 -1.9171
C -0.3422 2.9828 0.1677
N -0.5571 1.8451 1.0388
C -1.8131 1.3459 1.1988
N -2.1452 0.2998 1.8654
C -1.1175 -0.3648 2.4530
C 0.2029 0.0781 2.3630
N 1.0230 -0.7683 3.0532
C 0.2589 -1.7660 3.5964
C 0.6262 -2.8529 4.3746
C -0.3604 -3.7204 4.7984
C -1.7067 -3.5197 4.4574
C -2.0816 -2.4340 3.6792
C -1.1001 -1.5526 3.2455
H -3.1167 -2.2864 3.4217
O -2.7238 -4.3452 4.8482
C -2.4234 -5.4689 5.6365
H -1.9804 -5.1841 6.5969
H -1.7520 -6.1610 5.1170
H -3.3768 -5.9638 5.8162
H -0.0751 -4.5656 5.4041
H 1.6573 -3.0216 4.6460
H 2.0194 -0.6564 3.1360
C 0.5650 1.2565 1.6329
O 1.6850 1.7317 1.5267
H -2.6055 1.9060 0.7214
H -0.9826 3.8140 0.4764
H 0.7059 3.2643 0.2924
H -1.6865 2.3542 -1.3919
C 1.5275 1.7842 -2.0827
C 2.4963 0.7161 -1.5731
C 3.9616 1.0841 -1.8021
C 4.4046 2.2794 -0.9644
H 5.4889 2.3681 -0.9720
H 4.0700 2.1584 0.0631
H 3.9907 3.2070 -1.3520
H 4.5755 0.2203 -1.5358
H 4.1288 1.2921 -2.8624
H 2.2843 -0.2346 -2.0666
H 2.3253 0.5867 -0.5048
H 1.6362 1.8946 -3.1728
H 1.7949 2.7365 -1.6257
H 0.1455 -0.3135 -2.7189
H -1.4005 0.1632 -2.0194
H -0.1079 1.4430 -4.4825
H -1.6579 1.9152 -3.7859
H -0.9864 -0.8442 -4.8989
H -2.5353 -0.3790 -4.1977
H -2.8263 1.3431 -5.9842
H -2.6209 -0.2665 -6.6764
H -1.2769 0.8763 -6.6856
```

***

ORCA calculation (ωB97M-V/def2-TZVPD) on the molecule C21H30N4O3.

HOMO-LUMO gap   8.69 eV
Relative energy (zero: lowest compared OMol25 entry of this formula, charge and spin)   18.1 kcal/mol
SMILES string   CCCCN(CC)CCNC(=O)CNC(=O)Cn1ccc2ccccc2c1=O
LUMO   0.324 eV

Structure (XYZ):
```
58
C21H30N4O3 | the OMol25 dataset | ωB97M-V/def2-TZVPD
C 1.9866 4.3157 -0.2949
C 3.0991 3.3445 0.0809
C 2.5542 1.9410 0.3293
H 2.0299 1.5921 -0.5608
C 3.6613 0.9395 0.6594
N 3.1130 -0.3928 0.8622
C 3.9892 -1.4528 0.3973
H 3.6475 -2.3915 0.8333
H 5.0389 -1.2965 0.7005
C 3.9210 -1.6092 -1.1296
N 2.5524 -1.6603 -1.5893
C 1.7557 -2.7073 -1.3264
O 2.1266 -3.7630 -0.8580
C 0.2907 -2.4496 -1.7288
N -0.3207 -1.4200 -0.9156
C -0.1640 -0.1165 -1.1569
O 0.5172 0.3431 -2.0600
C -0.9349 0.7928 -0.1901
N -2.3710 0.6349 -0.3146
C -3.0721 1.4742 -1.1302
C -4.4109 1.3950 -1.2671
C -5.1376 0.4105 -0.5336
C -6.5313 0.2834 -0.6057
C -7.1820 -0.6837 0.1229
C -6.4652 -1.5548 0.9444
C -5.0973 -1.4504 1.0287
C -4.4189 -0.4704 0.2964
C -2.9710 -0.3888 0.3952
O -2.2789 -1.1619 1.0525
H -4.5169 -2.1115 1.6541
H -6.9884 -2.3101 1.5108
H -8.2567 -0.7725 0.0609
H -7.0854 0.9581 -1.2416
H -4.9356 2.0722 -1.9201
H -2.4818 2.2060 -1.6606
H -0.6512 0.5337 0.8345
H -0.6626 1.8283 -0.3983
H -0.8489 -1.6977 -0.0917
H 0.2684 -2.1284 -2.7749
H -0.2744 -3.3740 -1.6110
H 2.1190 -0.7906 -1.8744
H 4.4170 -2.5447 -1.4034
H 4.4139 -0.7814 -1.6404
C 2.6533 -0.6162 2.2252
C 1.4995 -1.6123 2.2852
H 0.6256 -1.2125 1.7798
H 1.7627 -2.5536 1.8110
H 1.2385 -1.8106 3.3219
H 3.4790 -0.9678 2.8683
H 2.3100 0.3389 2.6284
H 4.3580 0.9082 -0.1804
H 4.2278 1.2830 1.5420
H 1.8346 1.9739 1.1500
H 3.8343 3.3089 -0.7260
H 3.6097 3.7027 0.9782
H 1.2524 4.3842 0.5057
H 2.3883 5.3099 -0.4764
H 1.4825 3.9783 -1.1979
```

***

ORCA calculation (ωB97M-V/def2-TZVPD) on the molecule C21H30N4O4S.

HOMO-LUMO gap   8.15 eV
Relative energy (zero: lowest compared OMol25 entry of this formula, charge and spin)   75.9 kcal/mol
SMILES string   CCN(CC)CCN(Cc1cc2cc3c(cc2[nH]c1=O)OCO3)C(=S)NCCOC
LUMO   0.488 eV

Structure (XYZ):
```
60
C21H30N4O4S | the OMol25 dataset | ωB97M-V/def2-TZVPD
C -1.4301 1.1041 -4.3875
H -2.0368 0.9770 -3.4946
H -1.6485 2.0736 -4.8265
H -1.7074 0.3381 -5.1078
C 0.0493 0.9631 -4.0483
N 0.4595 1.8399 -2.9631
C 1.6467 1.3749 -2.2736
H 2.3436 0.8502 -2.9473
H 2.1703 2.2348 -1.8490
C 1.2508 0.4271 -1.1245
N 0.6148 1.1327 -0.0342
C 1.2836 1.6886 0.9951
N 2.6378 1.7671 0.9220
H 3.0879 1.3047 0.1461
C 3.4691 1.8969 2.0926
C 4.1173 0.5477 2.4559
O 3.2020 -0.5165 2.5186
C 2.3679 -0.5100 3.6567
H 2.9610 -0.4514 4.5764
H 1.6540 0.3201 3.6400
H 1.8271 -1.4544 3.6366
H 4.8283 0.2606 1.6740
H 4.6608 0.6546 3.4058
H 2.8356 2.2607 2.9045
H 4.2582 2.6305 1.9032
S 0.4740 2.3271 2.3041
C -0.8224 1.2664 -0.1443
C -1.5480 0.0066 0.2337
C -1.1833 -0.7574 1.2902
C -1.8923 -1.9383 1.6539
C -3.0066 -2.3027 0.8720
N -3.3374 -1.5151 -0.1949
C -2.6868 -0.3659 -0.5937
O -3.0747 0.2394 -1.5797
H -4.1386 -1.7785 -0.7571
C -3.7658 -3.4462 1.1687
C -3.3747 -4.1868 2.2504
C -2.2650 -3.8298 3.0366
C -1.5162 -2.7234 2.7621
H -0.6708 -2.4453 3.3678
O -2.1158 -4.7502 4.0405
C -3.1575 -5.6844 3.8735
O -3.9323 -5.3264 2.7475
H -2.7333 -6.6896 3.7218
H -3.7966 -5.6921 4.7708
H -4.6188 -3.7248 0.5729
H -0.3372 -0.4677 1.8955
H -1.0715 1.5367 -1.1742
H -1.1376 2.0756 0.5240
H 0.5281 -0.3028 -1.4952
H 2.1209 -0.1290 -0.7609
C 0.4577 3.2568 -3.2704
C 1.4932 3.7252 -4.3001
H 1.4382 4.8054 -4.4054
H 2.5010 3.4602 -3.9867
H 1.3044 3.2786 -5.2731
H 0.6208 3.7891 -2.3282
H -0.5422 3.5163 -3.6213
H 0.2260 -0.0637 -3.7172
H 0.6581 1.1222 -4.9549
```

***

ORCA calculation (ωB97M-V/def2-TZVPD) on the molecule C21H30N6O2.

HOMO-LUMO gap   8.17 eV
Relative energy (zero: lowest compared OMol25 entry of this formula, charge and spin)   3.4 kcal/mol
SMILES string   CCN(CC)CCNc1nc2c(c(=O)[nH]c(=O)n2C)n1CCCc1ccccc1
LUMO   0.521 eV

Structure (XYZ):
```
59
C21H30N6O2 | the OMol25 dataset | ωB97M-V/def2-TZVPD
C -4.1387 -0.4082 -2.0459
H -3.7204 0.5155 -2.4394
H -3.3777 -1.1831 -2.1042
H -4.9749 -0.6991 -2.6762
C -4.6195 -0.2208 -0.6004
N -3.6160 0.2085 0.3510
C -2.4994 -0.6970 0.5037
H -2.8395 -1.7133 0.2861
C -1.9566 -0.6394 1.9426
N -0.6404 -1.2251 2.0682
C 0.4233 -0.5288 1.5981
N 0.3680 0.7555 1.2611
C 1.6415 1.0870 0.9611
C 2.4916 0.0061 1.1277
C 3.8930 0.0982 0.9119
O 4.7501 -0.7562 1.0516
N 4.2243 1.3892 0.4906
C 3.4130 2.4812 0.2547
O 3.8647 3.5259 -0.1607
N 2.0767 2.3036 0.5338
C 1.1344 3.3781 0.3230
H 0.3913 3.0731 -0.4138
H 1.6911 4.2421 -0.0341
H 0.6283 3.6122 1.2593
H 5.2064 1.5499 0.2981
N 1.6775 -1.0419 1.5331
C 2.1081 -2.4051 1.7077
C 1.6921 -3.3163 0.5459
H 0.6107 -3.2658 0.4007
H 1.9397 -4.3416 0.8287
C 2.4072 -2.9901 -0.7702
C 2.0286 -1.6670 -1.3826
C 0.7006 -1.3095 -1.5804
C 0.3714 -0.0824 -2.1283
C 1.3670 0.8029 -2.5024
C 2.6941 0.4437 -2.3456
C 3.0194 -0.7821 -1.7922
H 4.0569 -1.0566 -1.6696
H 3.4769 1.1229 -2.6497
H 1.1114 1.7630 -2.9255
H -0.6667 0.1828 -2.2708
H -0.0887 -1.9982 -1.3110
H 2.1755 -3.7840 -1.4878
H 3.4844 -3.0027 -0.5952
H 3.1978 -2.3811 1.7810
H 1.6979 -2.7897 2.6483
H -0.5867 -2.2294 1.9941
H -1.8667 0.4025 2.2476
H -2.6326 -1.1545 2.6264
H -1.6666 -0.4539 -0.1743
C -3.2327 1.6090 0.2363
C -4.0700 2.4736 1.1760
H -5.1248 2.4038 0.9230
H -3.7633 3.5140 1.1025
H -3.9436 2.1394 2.2018
H -2.1768 1.7115 0.4970
H -3.3556 1.9745 -0.7924
H -5.0348 -1.1669 -0.2381
H -5.4221 0.5199 -0.5822
```

***

ORCA calculation (ωB97M-V/def2-TZVPD) on a structure of composition C21H31BeO3.

HOMO-LUMO gap (alpha / beta)   3.29 / 2.82 eV
Net charge   -1
LUMO (alpha / beta)   2.775 / 2.642 eV

Structure (XYZ):
```
56
C21H31BeO3 | the OMol25 dataset | ωB97M-V/def2-TZVPD
O -2.3898 0.1078 -1.8857
C -1.2386 -0.1353 -0.9250
C -0.6682 1.2858 -1.1381
H -0.5505 -0.9401 -1.2070
H -1.6783 -0.3346 0.0618
C -2.1218 1.5477 -1.7508
H 0.1776 1.2831 -1.8658
H -0.3647 1.8349 -0.2130
C -2.4732 2.2752 -3.0339
H -2.0807 1.8358 -3.9486
H -2.1759 3.3341 -2.9807
H -3.5681 2.2876 -3.1329
C -2.8544 2.2256 -0.5891
H -2.3610 2.0514 0.3814
H -3.9029 1.9097 -0.4839
H -2.7825 3.3059 -0.7787
Be 1.2418 0.4255 1.8809
C 1.2958 1.7335 3.3737
C 2.3923 0.8451 3.4515
C 3.0780 0.8629 2.1904
H 2.7011 0.3175 4.3559
C 2.3916 1.7670 1.3209
C 1.2830 2.3196 2.0648
H 0.5620 3.0840 1.7457
H 0.6418 2.0457 4.2072
H 3.9484 0.2472 1.9728
H 2.5740 1.9301 0.2530
C -0.6266 -0.5200 3.9796
C -1.4345 0.4706 3.4809
C -2.0773 -0.0106 2.2711
H -1.5683 1.4774 3.8805
C -1.5654 -1.2571 1.9686
C -0.6889 -1.7526 3.0712
H -1.2184 -2.6029 3.5568
H -0.0089 -0.4876 4.8783
H -2.8587 0.5174 1.7378
H -1.8157 -1.9553 1.1713
O 1.3254 -0.6821 -2.5587
C 0.4471 -0.1616 -3.6091
C 0.6784 -0.8978 -4.9561
H 0.6054 0.9342 -3.6763
H -0.6013 -0.3478 -3.2848
C 1.6403 -2.0511 -4.6045
H 1.0828 -0.1980 -5.6977
H -0.2668 -1.2679 -5.3860
C 1.7941 -1.9675 -3.0520
H 2.5940 -1.9704 -5.1383
H 1.2258 -3.0235 -4.8840
H 2.8273 -2.1316 -2.7056
H 1.1387 -2.7574 -2.6197
C 1.5061 -2.9872 3.5429
C 0.6454 -2.2810 2.5403
O 0.9928 -2.0701 1.3702
H 1.5362 -2.3843 4.4675
H 2.5232 -3.1050 3.1333
H 1.0909 -3.9820 3.7957
```

***

ORCA calculation (ωB97M-V/def2-TZVPD) on the molecule C21H31BrN4O2.

HOMO-LUMO gap   8.62 eV
Relative energy (zero: lowest compared OMol25 entry of this formula, charge and spin)   2.0 kcal/mol
SMILES string   CCN1CCC[C@@H]1CN1C[C@H](C(=O)Nc2ccc(Br)cc2NC(C)C)CC1=O
LUMO   0.356 eV

Structure (XYZ):
```
59
C21H31BrN4O2 | the OMol25 dataset | ωB97M-V/def2-TZVPD
C -0.8221 3.7998 -5.5114
C -1.3279 3.0286 -4.3039
N -1.9887 3.8853 -3.3295
C -3.2509 4.4302 -3.8161
C -3.9120 4.9831 -2.5614
C -3.4537 4.0173 -1.4526
C -2.3268 3.1823 -2.0878
C -1.1035 3.0804 -1.1856
N -1.4018 2.4184 0.0759
C -0.8246 2.9014 1.3216
C -1.3939 1.9345 2.3651
C -0.4743 1.7712 3.5625
O 0.7151 1.5708 3.4300
N -1.1020 1.8299 4.7748
C -0.4735 1.7033 6.0409
C 0.7407 2.3055 6.3130
C 1.3065 2.2183 7.5768
C 0.6151 1.5329 8.5564
Br 1.3466 1.4147 10.3018
C -0.5967 0.9123 8.3068
C -1.1532 0.9730 7.0301
N -2.3783 0.3951 6.7085
C -3.0268 -0.5661 7.5974
C -2.2633 -1.8846 7.6993
C -4.4458 -0.7895 7.0971
C -1.5399 0.6292 1.5735
C -1.6638 1.0792 0.1266
O -1.9142 0.3685 -0.8239
H -0.2587 3.1396 -6.1715
H -1.6408 4.2249 -6.0926
H -0.1688 4.6139 -5.1954
H -2.0118 2.2251 -4.6291
H -0.4839 2.5388 -3.8164
H -3.0843 5.1903 -4.5788
H -3.8738 3.6338 -4.2621
H -3.5488 5.9920 -2.3656
H -4.9958 5.0335 -2.6587
H -3.0876 4.5634 -0.5809
H -4.2630 3.3747 -1.1080
H -2.6899 2.1694 -2.3057
H -0.2919 2.5487 -1.6916
H -0.7572 4.0909 -0.9635
H 0.2682 2.8419 1.3107
H -1.1205 3.9347 1.5089
H -2.3800 2.2866 2.6770
H -2.0864 2.0469 4.7816
H 1.2494 2.8412 5.5251
H 2.2573 2.6829 7.7913
H -1.0896 0.3743 9.1018
H -2.4218 0.1055 5.7400
H -3.0856 -0.1003 8.5840
H -2.7372 -2.5510 8.4213
H -2.2581 -2.3869 6.7287
H -1.2288 -1.7302 8.0046
H -4.9758 -1.4874 7.7450
H -4.9994 0.1482 7.0644
H -4.4321 -1.2181 6.0909
H -0.6335 0.0243 1.6510
H -2.3901 0.0160 1.8647
```

***

| no. | maximum force (hartree/bohr) | E_tot (eV) |
| --- | --- | --- |
| 1 | 0.0236 | -32320.058 |
| 2 | 0.0180 | -34368.921 |
| 3 | 0.0251 | -47249.376 |
| 4 | 0.0274 | -35301.946 |
| 5 | 0.0514 | -28817.448 |
| 6 | 0.0031 | -102379.727 |